Arrangement i

DFT (the ωB97M-V functional and the def2-TZVPD basis) results for 2 unconnected molecules or ions with the total composition Br2HOP.

HOMO = -10.308 eV
LUMO energy = -0.04390 Eh
Gap between HOMO and LUMO = 9.11 eV
Structure (SMILES) = O=PBr.Br

Last columns: bonded neighbours and bond lengths (Å).
Element x y z (Å)
1 O 0.31732 2.00342 -0.01142  P2 1.442
2 P 1.68270 1.57406 -0.18352  O1 1.442, Br3 2.244
3 Br 1.60532 -0.63411 -0.57303  P2 2.244
4 Br -2.08013 -0.91452 -0.04861  H5 1.516
5 H -1.52521 -2.02884 0.81658  Br4 1.516

---

Arrangement ii

DFT (the ωB97M-V functional and the def2-TZVPD basis) results for 2 unconnected molecules or ions with the total composition Br2HOP.

HOMO (alpha / beta) = -8.932 / -8.955 eV
LUMO energy (alpha / beta) = -0.10408 / -0.10411 Eh
Gap between HOMO and LUMO (alpha / beta) = 6.10 / 6.12 eV

Last columns: bonded neighbours and bond lengths (Å).
Element x y z (Å)
1 O -1.32166 1.15537 -1.03574  H5 1.055
2 P 1.13328 0.05346 0.21718  Br3 2.197, Br4 2.127
3 Br 0.46150 -2.03749 0.17001  P2 2.197
4 Br 1.26850 0.50747 2.29113  P2 2.127
5 H -1.54162 0.32120 -1.64258  O1 1.055

---

Stability order, top to bottom: arrangement i, arrangement ii